# 1
Molecular formula: C44H35F9O16S
Method: DFT, ωB97M-V with the def2-TZVPD basis set

ORCA input file:
```
! RIJCOSX wB97M-V def2-TZVPD def2/J DEFGRID3
* xyz 0 1
C 7.00472 -3.90954 -0.55689
C 5.72903 -3.20833 -1.00360
O 5.29688 -3.74753 -2.26148
C 3.94164 -3.91966 -2.44701
O 3.52410 -3.19112 -3.60988
C 3.44807 -1.84946 -3.54659
O 3.62362 -1.15820 -4.49835
O 3.13288 -1.36005 -2.30940
C 1.74806 -0.99011 -2.16538
C 0.96805 -2.14396 -1.54955
C -0.47252 -1.75750 -1.25732
F -0.57200 -1.33541 0.02626
F -0.89745 -0.72938 -2.01204
C -1.48314 -2.95018 -1.34932
F -2.57507 -2.64715 -0.64608
F -0.90367 -4.00606 -0.77633
S -2.09131 -3.44089 -3.08929
F -1.28903 -4.80348 -3.05702
F -3.34610 -4.16979 -2.45400
F -2.90330 -2.07819 -3.16247
F -0.83019 -2.74003 -3.77555
F -2.62313 -3.81032 -4.51472
H 6.75794 -4.73315 0.11946
H 7.52293 -4.33611 -1.41566
H 7.65892 -3.24360 0.00084
H 4.93647 -3.34151 -0.25982
H 5.89109 -2.13168 -1.12573
H 3.37697 -3.58412 -1.57322
H 3.70010 -4.95660 -2.68496
H 1.34908 -0.72274 -3.14552
H 1.74913 -0.11400 -1.51814
H 1.41188 -2.46112 -0.60438
H 0.98289 -2.99970 -2.22700
O -5.55072 -3.99887 2.59441
C -5.16054 -2.87080 2.80692
C -4.33444 -2.14727 1.80816
C -3.91254 -0.90624 2.02846
C -4.25899 -0.19057 3.28052
O -3.88884 0.94843 3.47463
C -5.07956 -0.91428 4.28277
C -5.49600 -2.15811 4.06480
H -4.11067 -2.67918 0.89561
H -3.31469 -0.35598 1.31171
H -5.31672 -0.36856 5.18721
H -6.10024 -2.70605 4.77637
O -3.58483 3.95087 7.14878
C -4.41707 4.40099 6.39126
C -5.17919 5.63054 6.72517
C -6.09803 6.12073 5.89922
C -6.39807 5.46018 4.60604
O -7.22011 5.91735 3.83802
C -5.64175 4.22704 4.27378
C -4.71875 3.73670 5.09684
H -4.93258 6.09876 7.66933
H -6.65934 7.02068 6.11566
H -5.88195 3.75786 3.32709
H -4.15767 2.83996 4.86504
O 4.14385 0.35015 -10.41561
C 3.86174 0.87817 -9.36093
C 3.45253 0.08191 -8.17863
C 3.14121 0.66324 -7.02282
C 3.18969 2.13957 -6.87189
O 2.90184 2.67816 -5.82421
C 3.60091 2.94028 -8.05472
C 3.91253 2.35558 -9.20755
H 3.42774 -0.99206 -8.31342
H 2.84906 0.09922 -6.14804
H 3.62801 4.01385 -7.91713
H 4.21426 2.91409 -10.08461
O -6.65696 -0.23084 -4.13873
C -6.74754 -0.11816 -2.93631
C -6.27012 -1.18858 -2.02305
C -6.37279 -1.05944 -0.70359
C -6.95945 0.15520 -0.08529
O -7.03319 0.26954 1.12080
C -7.43911 1.22388 -0.99641
C -7.34050 1.09657 -2.31703
H -5.84047 -2.06363 -2.49469
H -6.03657 -1.82103 -0.01483
H -7.86460 2.09956 -0.52271
H -7.68029 1.86086 -3.00428
O -2.83484 7.02997 4.96142
C -2.43338 7.15564 3.82402
C -3.21820 6.66355 2.66408
C -2.77116 6.80449 1.41957
C -1.46885 7.46040 1.13608
O -1.06304 7.58899 0.00191
C -0.68462 7.95445 2.29692
C -1.13251 7.81436 3.54120
H -4.16549 6.19084 2.89080
H -3.32532 6.45572 0.55749
H 0.26037 8.42892 2.06495
H -0.58130 8.16514 4.40437
O 9.14940 -3.97279 1.56296
C 9.57695 -4.22503 2.67000
C 9.48027 -3.23989 3.77580
C 9.94886 -3.51779 4.98900
C 10.58734 -4.82595 5.28810
O 11.01222 -5.07954 6.39346
C 10.68352 -5.81061 4.17960
C 10.21448 -5.53197 2.96672
H 9.01164 -2.29480 3.53244
H 9.89216 -2.81767 5.81268
H 11.15362 -6.75501 4.42237
H 10.27180 -6.23101 2.14210
*
```

Values from the calculation:
SMILES string   CCOCOC(=O)OCCC(F)(F)C(F)(F)S(F)(F)(F)(F)F.O=C1C=CC(=O)C=C1.O=C1C=CC(=O)C=C1.O=C1C=CC(=O)C=C1.O=C1C=CC(=O)C=C1.O=C1C=CC(=O)C=C1.O=C1C=CC(=O)C=C1
LUMO energy   -1.76 eV

---

# 2
Molecular formula: C3H8IPS
Method: DFT, ωB97M-V with the def2-TZVPD basis set

ORCA input file:
```
! RIJCOSX wB97M-V def2-TZVPD def2/J DEFGRID3
* xyz 0 1
C -1.65208 1.30890 -1.08358
C -0.77689 0.66426 -0.04720
C 0.50338 -1.73235 1.01700
P -0.68353 -1.26705 -0.16712
S 2.87452 0.41029 0.72243
I 5.20305 -0.08532 1.00234
H -2.63324 0.95074 -0.84311
H -1.68999 2.46021 -0.82015
H -1.42730 0.96851 -2.09482
H -1.21529 0.85203 0.99585
H 0.43893 0.91610 -0.13205
H 0.29871 -1.61936 2.02273
H 1.04366 -2.63153 0.87749
H -0.28394 -1.19541 -1.44981
*
```

Values from the calculation:
ΔE to the lowest compared entry with this formula, charge and spin   528.7 kJ/mol
LUMO energy (alpha / beta)   -2.45 / -2.44 eV

---

# 3
Molecular formula: C4H6N2O
Method: DFT, ωB97M-V with the def2-TZVPD basis set

ORCA input file:
```
! RIJCOSX wB97M-V def2-TZVPD def2/J DEFGRID3
* xyz 0 1
N -1.96848 0.81097 -0.26814
C -0.70506 0.16199 -0.23375
C -0.38753 -1.16710 -0.07984
N 0.95501 -1.35105 -0.08341
C 1.67606 -0.13879 -0.31170
O 1.53862 0.67573 1.11334
C 0.55331 0.81125 -0.37394
H -2.69670 0.19425 -0.60948
H -2.24796 1.14550 0.64861
H -1.07121 -2.00796 0.00909
H 1.38725 -2.25219 -0.20722
H 2.30793 1.25659 1.02262
H 0.65877 1.86081 -0.62618
*
```

Values from the calculation:
ΔE to the lowest compared entry with this formula, charge and spin   466.9 kJ/mol
LUMO energy   0.42 eV

---

# 4
Molecular formula: C28H34Cl2N3O7P2S2Tl
Method: DFT, ωB97M-V with the def2-TZVPD basis set

ORCA input file:
```
! RIJCOSX wB97M-V def2-TZVPD def2/J DEFGRID3
* xyz 0 1
Tl 0.34765 0.89364 0.28065
N -0.17678 0.50773 2.57432
C -1.31589 1.20737 3.20387
C -2.64876 0.75779 2.62095
C -2.92628 1.22838 1.19961
N -2.06650 0.54853 0.21420
H -0.26647 -0.49983 2.67215
H 0.70118 0.75439 3.02206
H -1.18107 2.27477 3.03879
H -1.30989 1.02158 4.28172
H -3.43943 1.15123 3.26293
H -2.73172 -0.33668 2.67643
H -2.73830 2.29859 1.12615
H -3.97976 1.05767 0.95637
H -2.21929 0.88602 -0.73861
H -2.26458 -0.44597 0.20530
Cl 4.89306 2.95615 0.65738
C 4.67526 1.39397 1.35879
C 5.77734 0.76273 1.94850
C 5.65678 -0.47718 2.50704
Cl 7.04998 -1.23453 3.22595
C 4.41273 -1.14430 2.49791
C 4.20209 -2.42738 3.04897
C 2.96212 -2.99591 2.99477
C 1.92231 -2.27823 2.37600
N 2.07485 -1.08977 1.84894
C 3.29721 -0.49750 1.90208
C 3.40943 0.81340 1.31238
O 2.41483 1.42364 0.75688
H 6.73060 1.27285 1.95276
H 5.03282 -2.94400 3.50951
H 2.77185 -3.97473 3.41311
H 0.92700 -2.71249 2.30684
O -1.24862 4.95933 1.62271
S -0.54073 4.29982 0.55041
O 0.65359 4.91434 0.05967
O -0.34918 2.86784 0.96535
C -1.71376 4.30194 -0.83079
C -2.79308 5.16417 -0.64557
C -3.71445 5.40072 -1.65263
C -3.56570 4.78377 -2.88265
C -2.50634 3.91643 -3.08156
C -1.58548 3.66235 -2.06981
S -0.42571 2.37686 -2.51024
O -1.19235 1.13121 -2.30745
O -0.04638 2.59453 -3.88211
O 0.70364 2.41956 -1.56728
H -2.88343 5.66332 0.30771
H -4.53717 6.08089 -1.47415
H -4.26564 4.97403 -3.68566
H -2.37186 3.42313 -4.03463
C 1.91437 -0.05525 -2.77464
P 1.01308 -0.88829 -1.44676
C 2.24791 -2.09616 -0.88487
C -0.34216 -1.85823 -2.17190
C -0.61341 -1.70123 -3.52873
C -1.62927 -2.42177 -4.13383
C -2.38374 -3.31091 -3.38585
C -2.12053 -3.46980 -2.03462
C -1.11083 -2.74796 -1.40224
P -0.76848 -2.96291 0.39426
C 0.05036 -4.60960 0.38385
C -2.40458 -3.47134 1.06425
H 2.43325 -0.79920 -3.38161
H 2.63829 0.60454 -2.29321
H 1.27273 0.56302 -3.39658
H 2.44178 -2.79294 -1.70187
H 1.91527 -2.63292 -0.00090
H 3.16559 -1.56138 -0.63561
H -0.05139 -0.99183 -4.11878
H -1.83344 -2.27869 -5.18638
H -3.18066 -3.87721 -3.84992
H -2.72206 -4.16844 -1.46688
H -0.57468 -5.35994 -0.10319
H 0.24992 -4.92323 1.40968
H 1.00091 -4.55201 -0.14625
H -2.80743 -4.36834 0.59365
H -3.14182 -2.67282 0.97566
H -2.27070 -3.68130 2.12723
*
```

Values from the calculation:
ΔE to the lowest compared entry with this formula, charge and spin   82.6 kJ/mol
LUMO energy   -0.35 eV

---

# 5
Molecular formula: C6H8NO2S
Method: DFT, ωB97M-V with the def2-TZVPD basis set

ORCA input file:
```
! RIJCOSX wB97M-V def2-TZVPD def2/J DEFGRID3
* xyz 1 1
C 1.31717 0.34798 -1.45559
C 1.25857 1.32188 -3.67659
C 1.64608 -0.05230 -0.11022
C 0.36949 -0.62380 0.58097
C -0.68204 0.40633 0.41873
C -1.10199 0.58634 -1.13490
N 0.10284 0.62904 -1.83576
O 1.47992 1.89551 -4.66280
O 0.04524 0.93585 -3.13055
S 2.57897 0.67024 -2.57616
H 2.32868 -0.90683 -0.24791
H 2.16140 0.73130 0.44754
H 0.14779 -1.65094 0.02309
H 0.38377 -0.73916 1.69352
H -1.71067 0.21124 0.71029
H -0.21738 1.24358 1.02124
H -1.66149 -0.27936 -1.39295
H -1.74649 1.47291 -1.23926
*
```

Values from the calculation:
ΔE to the lowest compared entry with this formula, charge and spin   70.7 kJ/mol
LUMO energy   -4.68 eV

---

# 6
Molecular formula: C2H11N4
Method: DFT, ωB97M-V with the def2-TZVPD basis set

ORCA input file:
```
! RIJCOSX wB97M-V def2-TZVPD def2/J DEFGRID3
* xyz 1 1
N 1.16680 0.17888 -1.28189
C 0.60624 1.13512 -1.94572
N -0.20549 2.05740 -1.42170
H 0.92753 0.02439 -0.24737
H 1.65356 -0.54901 -1.80208
H 0.78980 1.18916 -3.00768
H -0.65948 2.70813 -2.02975
H -0.53090 1.94797 -0.45506
N 0.44626 -0.17654 1.38464
C -0.88923 -0.84369 1.14430
N -1.09301 -2.17627 1.71121
H 0.32388 0.58827 2.02823
H 1.03724 -0.82089 1.90758
H -1.69471 -0.19291 1.56467
H -1.02855 -0.88474 0.04311
H -0.37467 -2.81263 1.36320
H -0.94771 -2.13070 2.69781
*
```

Values from the calculation:
ΔE to the lowest compared entry with this formula, charge and spin   83.7 kJ/mol
LUMO energy   -3.19 eV

---

Quick rundown of max |F|, same order as above: 0.0103 0.0668 0.0068 0.0072 0.0715 0.0312 Eh/bohr